41
Properties=species:S:1:pos:R:3 method="wB97M-V/def2-TZVPD" lumo_ev="-0.7402 / -0.7696" homo_ev="-7.42 / -7.47" gap_ev="6.68 / 6.70" total_charge=0 energy_ha=-4691.30253 de_lowest_kj_mol=26.6 multiplicity=1
Ru 0.07674 0.87040 -2.58791
Cl -1.93812 1.80116 -1.59123
C -2.48673 0.45549 -0.60359
C -3.84438 0.26929 -0.44216
C -4.26937 -0.81193 0.31868
C -3.34746 -1.67390 0.89564
C -1.98708 -1.45764 0.72720
C -1.53672 -0.37880 -0.02677
P 0.21206 0.04124 -0.30175
C 0.49636 1.41324 0.86419
C -0.33837 1.65384 1.95202
C -0.07551 2.70868 2.81554
C 1.02544 3.52428 2.59912
C 1.86096 3.28850 1.51544
C 1.59422 2.24273 0.64625
C 1.18256 -1.33127 0.37063
C 1.43147 -2.40994 -0.47787
C 2.15896 -3.49910 -0.02494
C 2.65524 -3.50813 1.27151
C 2.42426 -2.43047 2.11481
C 1.68649 -1.34345 1.66867
H -4.54958 0.94055 -0.91213
H -5.32974 -0.98288 0.44799
H -3.68970 -2.51829 1.47868
H -1.26438 -2.12478 1.18080
H -1.19879 1.02029 2.13225
H -0.73245 2.89200 3.65600
H 1.22861 4.34906 3.26981
H 2.71575 3.92816 1.33870
H 2.23634 2.07775 -0.21143
H 1.07343 -2.38596 -1.50171
H 2.35132 -4.33145 -0.68890
H 3.23355 -4.35340 1.62167
H 2.82081 -2.43356 3.12179
H 1.50946 -0.50314 2.32823
O 0.86437 1.79848 -5.40621
S 0.32694 0.37766 -5.11536
O 0.29834 -0.36618 -6.31714
O -0.97864 0.58351 -4.38760
O 1.19669 -0.17879 -3.99638
Se 0.90664 2.78674 -3.74254

50
Properties=species:S:1:pos:R:3 method="wB97M-V/def2-TZVPD" s_squared=0.7708 lumo_ev="-4.7959 / -6.5488" homo_ev="-11.72 / -11.14" gap_ev="6.93 / 4.60" total_charge=+1 energy_ha=-2809.60791 de_lowest_kj_mol=236.8 multiplicity=2
Ir -0.02335 0.10288 -0.23560
O -0.57133 -0.08267 1.77334
C -1.40311 0.73707 2.33355
C -2.12331 0.32199 3.48106
C -3.15042 1.07772 3.96627
C -3.52110 2.28999 3.33917
C -2.74614 2.79345 2.33395
C -1.63013 2.07344 1.87154
C -0.65250 2.66005 1.05905
N 0.34972 1.98320 0.57602
C 1.53326 2.63764 0.06908
C 2.59899 1.57509 0.06308
N 2.00472 0.43152 -0.59464
C 2.71352 -0.58831 -0.96812
C 2.23788 -1.52093 -1.90557
C 2.96255 -2.68219 -2.21271
C 2.57644 -3.48519 -3.24987
C 1.47605 -3.11068 -4.04751
C 0.74084 -1.99347 -3.75927
C 1.03194 -1.20903 -2.61650
O 0.22094 -0.24968 -2.27736
H -1.86310 -0.63940 3.90469
H -3.72055 0.72449 4.81524
H -4.39159 2.83663 3.67359
H -2.97682 3.75860 1.89919
H -0.67444 3.74537 0.95015
H 1.83375 3.46450 0.71236
H 1.35183 3.02150 -0.93889
H 2.91871 1.31671 1.07730
H 3.46454 1.92924 -0.49686
H 3.74952 -0.68519 -0.63749
H 3.82959 -2.94200 -1.61739
H 3.13370 -4.38234 -3.47960
H 1.20174 -3.72751 -4.89354
H -0.10804 -1.69519 -4.35776
F -5.29010 0.18898 -0.98265
C -4.56129 -0.90890 -1.08959
F -5.29759 -1.96690 -0.80924
F -4.09275 -1.00353 -2.32594
S -3.16066 -0.79356 0.12679
O -2.18508 0.08583 -0.56714
O -3.76884 -0.25618 1.29382
N -2.66303 -2.24978 0.34178
S -1.40524 -2.96651 -0.23427
O -0.22810 -2.08125 -0.41496
O -1.14356 -4.19655 0.41587
C -1.87690 -3.40283 -1.96753
F -1.86490 -2.29731 -2.70908
F -3.08770 -3.92923 -1.99035
F -1.00197 -4.26350 -2.46353

57
Properties=species:S:1:pos:R:3 method="wB97M-V/def2-TZVPD" lumo_ev=1.3698 homo_ev=-6.51 gap_ev=7.88 total_charge=-1 energy_ha=-8621.15925 de_lowest_kj_mol=0.0 multiplicity=1
Cu -0.00907 -1.10896 1.15239
As -1.41576 -3.84485 1.46581
F 0.21344 -3.89206 2.09066
F -1.26582 -5.44401 0.79250
F -3.00760 -3.65627 0.77159
F -1.62566 -2.18997 2.13800
F -0.72726 -3.10794 0.02672
F -2.09523 -4.51013 2.92893
As 1.78606 1.16919 2.91396
F 0.52254 2.38894 2.88643
F 1.56567 0.96407 1.17333
F 2.96274 -0.13306 3.03322
F 2.05908 1.47397 4.62307
F 0.55832 -0.04351 3.21312
F 3.01606 2.34893 2.54877
C 7.05529 -1.29590 0.08479
C 6.54471 -1.78439 -1.11359
C 5.18055 -2.02184 -1.19058
C 4.35525 -1.81106 -0.09573
C 4.86333 -1.28992 1.08326
C 6.21700 -0.98207 1.15164
N 2.93654 -2.12639 -0.17702
O 2.25929 -1.89718 0.80057
O 2.50462 -2.57243 -1.21845
H 8.12479 -1.12289 0.11307
H 7.15641 -1.99188 -1.97845
H 4.70232 -2.41074 -2.08146
H 4.23986 -1.10292 1.94895
H 6.62146 -0.42606 1.98480
C -4.87719 -0.28438 -1.83571
C -4.05549 -1.17562 -1.16090
C -2.67932 -1.02189 -1.22821
C -2.10860 -0.00751 -1.97751
C -2.93865 0.79486 -2.77865
C -4.30075 0.67932 -2.68440
N -0.68288 0.27467 -1.93382
O -0.01520 -0.27567 -1.09272
O -0.25661 1.06963 -2.74857
H -5.94665 -0.40900 -1.73030
H -4.45630 -2.02237 -0.62178
H -2.00848 -1.70278 -0.71714
H -2.53418 1.59086 -3.38790
H -4.98568 1.41454 -3.08690
C -2.13218 4.41745 -1.61116
C -3.42135 4.05490 -1.25550
C -3.63607 3.07863 -0.29799
C -2.51626 2.50019 0.29380
C -1.24088 2.96667 0.06985
C -1.03086 3.85752 -0.96433
N -2.70081 1.44926 1.29447
O -1.77833 0.69230 1.47893
O -3.78355 1.35739 1.83971
H -1.93216 5.15748 -2.37651
H -4.24957 4.56924 -1.72662
H -4.61766 2.64731 -0.16446
H -0.37718 2.65599 0.64950
H -0.03610 4.09231 -1.31550

45
Properties=species:S:1:pos:R:3 method="wB97M-V/def2-TZVPD" s_squared=0.7540 lumo_ev="-0.2085 / -0.9030" homo_ev="-7.97 / -8.38" gap_ev="7.76 / 7.48" total_charge=0 energy_ha=-4398.03350 de_lowest_kj_mol=0.0 multiplicity=2
Au -0.10426 0.07942 -0.34770
O -0.59973 2.12087 -0.84491
N -1.16473 2.26429 -2.04174
C -1.75756 3.45891 -2.27007
C -2.34374 3.73747 -3.47057
C -2.32614 2.75952 -4.46909
C -1.72935 1.55239 -4.21389
C -1.13403 1.28369 -2.97138
S -0.38218 -0.23818 -2.64360
H -1.71085 4.13271 -1.42876
H -2.80915 4.69973 -3.62137
H -2.78332 2.94713 -5.43078
H -1.70297 0.76819 -4.95675
Br 0.89615 -3.28024 -1.57971
C 0.55227 -3.09684 0.26441
C 0.58347 -4.22750 1.06455
C 0.33700 -4.07357 2.41820
C 0.07938 -2.80809 2.91999
C 0.07802 -1.73847 2.04756
N 0.30406 -1.88538 0.73399
C -0.17330 -0.32368 2.55497
O -0.54993 -0.19468 3.71441
O 0.03427 0.61422 1.71931
H 0.79447 -5.19185 0.62812
H 0.34827 -4.93577 3.07154
H -0.12163 -2.61928 3.96401
O -2.01053 3.45904 5.27570
C -2.78312 2.29723 5.53884
N -2.90777 1.54768 4.32513
C -4.10847 1.19268 3.81434
O -5.18384 1.42995 4.34239
C -4.05870 0.45143 2.50793
C -5.08020 -0.44214 2.21535
C -5.03865 -1.13673 1.01923
C -3.97688 -0.90298 0.15640
N -3.00695 -0.02801 0.40992
C -3.05970 0.63932 1.56373
H -1.43160 3.62206 6.02435
H -3.79071 2.55754 5.86123
H -2.29822 1.69193 6.31019
H -2.05752 1.13382 3.95293
H -5.88306 -0.57368 2.92879
H -5.80928 -1.84766 0.75427
H -3.89878 -1.43819 -0.78444
H -2.26538 1.36071 1.72734

What did the second record say?
50
Properties=species:S:1:pos:R:3 method="wB97M-V/def2-TZVPD" s_squared=0.7708 lumo_ev="-4.7959 / -6.5488" homo_ev="-11.72 / -11.14" gap_ev="6.93 / 4.60" total_charge=+1 energy_ha=-2809.60791 de_lowest_kj_mol=236.8 multiplicity=2
Ir -0.02335 0.10288 -0.23560
O -0.57133 -0.08267 1.77334
C -1.40311 0.73707 2.33355
C -2.12331 0.32199 3.48106
C -3.15042 1.07772 3.96627
C -3.52110 2.28999 3.33917
C -2.74614 2.79345 2.33395
C -1.63013 2.07344 1.87154
C -0.65250 2.66005 1.05905
N 0.34972 1.98320 0.57602
C 1.53326 2.63764 0.06908
C 2.59899 1.57509 0.06308
N 2.00472 0.43152 -0.59464
C 2.71352 -0.58831 -0.96812
C 2.23788 -1.52093 -1.90557
C 2.96255 -2.68219 -2.21271
C 2.57644 -3.48519 -3.24987
C 1.47605 -3.11068 -4.04751
C 0.74084 -1.99347 -3.75927
C 1.03194 -1.20903 -2.61650
O 0.22094 -0.24968 -2.27736
H -1.86310 -0.63940 3.90469
H -3.72055 0.72449 4.81524
H -4.39159 2.83663 3.67359
H -2.97682 3.75860 1.89919
H -0.67444 3.74537 0.95015
H 1.83375 3.46450 0.71236
H 1.35183 3.02150 -0.93889
H 2.91871 1.31671 1.07730
H 3.46454 1.92924 -0.49686
H 3.74952 -0.68519 -0.63749
H 3.82959 -2.94200 -1.61739
H 3.13370 -4.38234 -3.47960
H 1.20174 -3.72751 -4.89354
H -0.10804 -1.69519 -4.35776
F -5.29010 0.18898 -0.98265
C -4.56129 -0.90890 -1.08959
F -5.29759 -1.96690 -0.80924
F -4.09275 -1.00353 -2.32594
S -3.16066 -0.79356 0.12679
O -2.18508 0.08583 -0.56714
O -3.76884 -0.25618 1.29382
N -2.66303 -2.24978 0.34178
S -1.40524 -2.96651 -0.23427
O -0.22810 -2.08125 -0.41496
O -1.14356 -4.19655 0.41587
C -1.87690 -3.40283 -1.96753
F -1.86490 -2.29731 -2.70908
F -3.08770 -3.92923 -1.99035
F -1.00197 -4.26350 -2.46353